{"formula": "C4H7N3", "method": "wB97M-V/def2-TZVPD", "symbols": ["N", "N", "N", "C", "C", "C", "C", "H", "H", "H", "H", "H", "H", "H"], "coordinates": [[-0.174666, -0.201619, -1.405308], [-1.150873, 0.110737, 2.176573], [-1.122315, 0.114934, -0.291827], [0.932950, 0.959799, -1.311844], [0.933889, -0.426729, 0.636878], [-0.504980, -0.182165, 1.082993], [1.059810, -0.474716, -0.910408], [1.140497, 1.914967, -0.801561], [1.246465, 0.653588, 0.895108], [1.220670, -1.301685, 1.314419], [-1.931688, -0.907046, -0.243762], [-2.206542, 0.435870, 2.107574], [1.336856, 1.036153, -2.390644], [1.798703, -1.257348, -1.222931]], "atomic_forces_ev_per_a": [[-3.04, 3.63, 0.11], [0.27, -0.73, -1.76], [-3.29, -5.28, 0.77], [1.27, -2.36, -5.36], [0.00, 0.40, 3.53], [-2.85, 2.34, -1.99], [3.24, -0.35, 4.80], [-1.10, -1.06, 0.67], [0.84, -2.20, 0.58], [0.81, 1.45, -1.14], [2.82, 3.98, -0.74], [2.95, -0.95, -0.64], [-0.94, 0.30, 1.65], [-0.99, 0.83, -0.48]], "largest_force_ev_per_a": 6.3, "mol_weight_da": 97.12, "lumo_energy_ev": 0.78, "e_above_lowest_kj_mol": 569.2, "total_energy_ha": -320.6665, "orbital_gap_ha": 0.37751}